{"formula": "C16H30N3OPRuSi", "method": "ωB97M-V with the def2-TZVPD basis set", "e_homo_ha": [-0.1721, -0.2817], "spin_multiplicity": 5, "total_energy_ev": -43338.1172, "gap_ev": [5.3, 5.1], "lumo_ev": [0.656, -2.543], "relative_energy_ev": 0.234, "elements": ["Ru", "Si", "P", "N", "H", "C", "H", "H", "H", "C", "H", "H", "H", "C", "H", "H", "H", "C", "H", "H", "H", "H", "H", "C", "C", "C", "C", "C", "C", "H", "H", "H", "H", "H", "C", "O", "C", "H", "H", "H", "C", "H", "H", "H", "N", "C", "C", "C", "N", "H", "H", "H", "H"], "positions_angstrom": [[0.150, 0.067, 0.091], [0.258, 1.769, -1.533], [0.503, -1.360, -1.596], [1.641, -0.370, 1.018], [-3.011, -1.785, -1.026], [0.220, -3.152, -1.226], [0.475, -3.815, -2.063], [-0.824, -3.349, -0.964], [0.827, -3.465, -0.375], [-0.421, -1.261, -3.178], [-0.126, -2.046, -3.892], [-0.252, -0.298, -3.671], [-1.504, -1.352, -3.013], [2.255, -1.382, -2.115], [2.444, -2.085, -2.948], [2.878, -1.670, -1.252], [2.544, -0.368, -2.425], [-1.314, 2.358, -2.388], [-2.132, 2.468, -1.650], [-1.614, 1.642, -3.177], [-1.057, 3.349, -2.840], [0.701, 2.902, -0.652], [1.275, 1.546, -2.622], [2.827, 0.045, 1.447], [4.728, -0.287, 2.932], [3.436, -0.617, 2.567], [3.524, 1.119, 0.794], [4.814, 1.431, 1.186], [5.414, 0.724, 2.244], [5.195, -0.838, 3.758], [2.812, -1.398, 3.015], [2.989, 1.626, -0.025], [5.359, 2.220, 0.665], [6.429, 0.971, 2.536], [-3.203, -0.825, -0.538], [-2.079, 0.065, -0.621], [-3.703, -1.183, 0.891], [-4.589, -1.860, 0.860], [-4.045, -0.302, 1.453], [-2.932, -1.731, 1.452], [-4.419, -0.547, -1.479], [-4.905, -1.457, -1.809], [-4.055, -0.056, -2.380], [-5.214, 0.091, -1.087], [-1.460, 2.128, 1.752], [-1.903, 2.455, 2.989], [-1.451, 1.446, 3.844], [-0.736, 0.540, 3.043], [-0.680, 1.019, 1.785], [-1.696, 2.577, 0.879], [-2.473, 3.347, 3.166], [-1.618, 1.367, 4.889], [-0.283, -0.411, 3.291]], "lowdin_spin": [1.010, 0.011, 0.000, 0.470, 0.001, 0.000, 0.000, 0.000, 0.000, -0.003, 0.000, 0.000, 0.000, 0.003, 0.000, 0.001, 0.001, 0.010, 0.000, 0.000, 0.000, -0.006, -0.005, 0.125, 0.469, 0.546, 0.553, 0.489, 0.148, 0.021, 0.027, 0.026, 0.023, -0.003, 0.002, 0.059, 0.001, 0.000, 0.000, 0.000, -0.001, 0.000, 0.000, 0.000, 0.001, -0.001, 0.001, 0.004, 0.015, 0.000, 0.000, 0.000, 0.002]}